The following is a DFT calculation (ωB97M-V with the def2-TZVPD basis set) of 2 unconnected molecules or ions with the total composition C4H8N5O4 at a distorted geometry.

Results
net charge = +1
max |F| = 4.8 eV Å⁻¹
DFT total energy = -731.59418 hartree
Kohn-Sham gap = 9.2570 eV
multiplicity = 1
HOMO energy = -13.4 eV

Last column: Mulliken charge in e.
Positions of all 21 atoms, in Å:
C: -1.838 -2.818 -0.985  0.561
C: -0.102 1.166 -0.054  -0.350
C: 0.693 0.536 1.491  -0.097
C: 0.437 0.136 -1.020  0.439
N: 1.565 -0.437 0.873  -0.561
N: 1.166 -0.770 -0.385  0.118
N: -1.596 1.017 0.080  1.077
N: 1.449 1.499 2.190  -0.542
N: 0.015 0.061 -2.272  -0.258
O: -0.972 -2.060 -1.043  -0.283
O: -2.693 -3.558 -0.869  -0.306
O: -2.008 0.898 1.233  -0.541
O: -2.198 0.988 -0.966  -0.594
H: 0.044 2.143 -0.356  0.345
H: 0.000 0.079 2.162  0.501
H: 1.653 -1.232 1.452  0.303
H: 1.489 -1.640 -0.775  0.293
H: 0.961 2.140 2.747  0.219
H: 2.275 1.808 1.855  0.175
H: 0.460 -0.587 -2.875  0.250
H: -0.799 0.632 -2.484  0.253



The following is a DFT calculation (ωB97M-V with the def2-TZVPD basis set) of 2 unconnected molecules or ions with the total composition C4H8N6 at a distorted geometry.

Results
net charge = +2
max |F| = 6.9 eV Å⁻¹
DFT total energy = -484.80014 hartree
Kohn-Sham gap (alpha / beta) = 7.0514 / 7.6281 eV
multiplicity = 1
HOMO energy (alpha / beta) = -18.3 / -18.0 eV

Last column: Mulliken charge in e.
Positions of all 18 atoms, in Å:
C: 1.511 -2.369 -1.129  -0.279
C: 1.247 1.066 -0.618  0.034
C: 0.003 -1.581 0.681  0.113
C: 2.046 -1.117 -1.123  0.590
N: 0.571 -2.329 -0.195  -0.165
N: 1.953 0.087 -1.062  -0.137
N: 0.253 0.824 0.119  -0.272
N: -1.158 2.233 -0.276  -0.388
N: -0.360 -0.227 0.618  0.538
N: -1.309 0.173 1.576  -0.854
H: 1.693 -3.348 -1.717  0.404
H: 1.509 2.011 -0.932  0.439
H: -0.350 -2.297 1.523  0.355
H: -1.635 1.947 -1.114  0.336
H: -0.700 3.059 -0.527  0.313
H: -1.727 2.152 0.539  0.342
H: -1.312 -0.350 2.448  0.309
H: -2.234 0.066 1.191  0.322



The following is a DFT calculation (ωB97M-V with the def2-TZVPD basis set) of a gas-phase ion, C4H8NO (charge -1) at a distorted geometry.

Results
SMILES = C=CN([O-])CC
net charge = -1
max |F| = 4.1 eV Å⁻¹
DFT total energy = -287.06697 hartree
Kohn-Sham gap = 6.0702 eV
multiplicity = 1
HOMO energy = -1.5 eV

Last column: Mulliken charge in e.
Positions of all 14 atoms, in Å:
C: 1.096 2.090 0.296  -0.952
C: 1.429 0.866 -0.128  -0.074
N: 0.821 -0.303 0.063  0.013
O: 1.144 -1.494 -0.499  -0.804
C: -0.950 -0.128 0.174  -0.644
C: -1.430 -1.569 -0.170  -0.792
H: 1.827 2.878 0.234  0.267
H: 0.230 2.137 0.916  0.218
H: 2.350 0.621 -0.672  0.356
H: -1.004 0.651 -0.618  0.474
H: -1.092 -0.005 1.245  0.193
H: -0.397 -2.117 -0.400  0.279
H: -1.841 -2.118 0.640  0.294
H: -2.182 -1.509 -1.081  0.173



The following is a DFT calculation (ωB97M-V with the def2-TZVPD basis set) of 2 unconnected molecules or ions with the total composition C4H8NO at a distorted geometry.

Results
net charge = +1
max |F| = 3.5 eV Å⁻¹
DFT total energy = -286.83343 hartree
Kohn-Sham gap = 10.1201 eV
multiplicity = 1
HOMO energy = -15.4 eV

Last column: Mulliken charge in e.
Positions of all 14 atoms, in Å:
C: 2.234 -0.528 -0.583  -0.057
C: 2.352 0.879 -0.195  -0.443
C: -1.832 -0.425 0.980  -0.966
C: -2.057 0.071 -0.354  0.340
N: 1.138 0.019 -0.253  -0.316
O: -1.112 0.301 -1.181  -0.354
H: 2.506 -1.533 -0.639  0.363
H: 2.733 1.136 0.783  0.242
H: 2.520 1.625 -0.945  0.251
H: -1.109 0.239 1.409  0.363
H: -2.753 -0.507 1.523  0.323
H: -1.278 -1.429 0.943  0.352
H: -3.111 0.115 -0.727  0.372
H: -0.230 0.038 -0.762  0.529



The following is a DFT calculation (ωB97M-V with the def2-TZVPD basis set) of a gas-phase ion, C4H8NO (charge +1) at a distorted geometry.

Results
SMILES = C/[NH+]=C/CC=O
net charge = +1
max |F| = 4.9 eV Å⁻¹
DFT total energy = -286.87076 hartree
Kohn-Sham gap = 9.2028 eV
multiplicity = 1
HOMO energy = -14.5 eV

Last column: Mulliken charge in e.
Positions of all 14 atoms, in Å:
C: 2.260 0.683 -0.175  -0.772
N: 0.878 0.290 -0.435  -0.135
C: 0.097 -0.492 0.356  0.235
C: -1.414 -1.046 0.358  -0.597
C: -2.205 0.033 -0.250  0.064
O: -1.790 1.156 -0.348  -0.440
H: 2.750 0.736 -1.102  0.307
H: 2.049 1.769 0.105  0.360
H: 2.907 0.108 0.550  0.316
H: 0.557 0.701 -1.348  0.325
H: 0.511 -0.738 1.391  0.283
H: -1.660 -1.124 1.402  0.279
H: -1.611 -2.040 0.058  0.417
H: -3.330 -0.037 -0.559  0.358



The following is a DFT calculation (ωB97M-V with the def2-TZVPD basis set) of 2 unconnected molecules or ions with the total composition C4H8NO at a distorted geometry.

Results
net charge = +1
max |F| = 7.4 eV Å⁻¹
DFT total energy = -286.72753 hartree
Kohn-Sham gap = 9.6507 eV
multiplicity = 1
HOMO energy = -14.9 eV

Last column: Mulliken charge in e.
Positions of all 14 atoms, in Å:
C: 1.901 -0.866 -0.010  -0.472
C: 0.202 -0.932 -0.154  -0.563
C: 1.260 0.252 0.785  -0.268
C: -1.733 1.254 0.167  0.120
N: 0.127 0.428 0.385  -0.032
O: -1.486 0.805 -1.051  -0.440
H: 2.439 -1.786 0.307  0.312
H: 2.324 -0.735 -0.997  0.295
H: -0.197 -1.181 -1.083  0.379
H: -0.170 -1.758 0.459  0.272
H: 1.625 0.510 1.704  0.419
H: -2.386 0.585 0.636  0.289
H: -2.334 1.176 -1.687  0.412
H: -1.571 2.248 0.538  0.275



The following is a DFT calculation (ωB97M-V with the def2-TZVPD basis set) of a gas-phase ion, C4H8NO (charge +1) at a distorted geometry.

Results
SMILES = C=C=C[NH2+]CO
net charge = +1
max |F| = 5.4 eV Å⁻¹
DFT total energy = -286.84047 hartree
Kohn-Sham gap = 11.1456 eV
multiplicity = 1
HOMO energy = -14.8 eV

Last column: Mulliken charge in e.
Positions of all 14 atoms, in Å:
C: -2.022 -0.659 -2.077  -0.541
C: -1.230 0.076 -1.227  0.082
C: -0.602 0.990 -0.435  -0.253
N: 0.677 0.689 0.244  -0.097
C: 0.756 -0.353 1.376  -0.202
O: 2.069 -0.886 1.192  -0.517
H: -1.909 -0.600 -3.139  0.295
H: -2.621 -1.335 -1.475  0.246
H: -1.003 1.982 -0.115  0.332
H: 1.140 1.442 0.548  0.289
H: 1.337 0.265 -0.424  0.382
H: 0.694 0.174 2.430  0.339
H: 0.008 -1.051 1.121  0.276
H: 2.706 -0.733 1.980  0.369



The following is a DFT calculation (ωB97M-V with the def2-TZVPD basis set) of 2 unconnected molecules or ions with the total composition C4H8NO at a distorted geometry.

Results
net charge = +1
max |F| = 5.0 eV Å⁻¹
DFT total energy = -286.86222 hartree
Kohn-Sham gap = 11.9190 eV
multiplicity = 1
HOMO energy = -15.4 eV

Last column: Mulliken charge in e.
Positions of all 14 atoms, in Å:
C: -2.759 -0.182 -0.286  -0.288
C: -2.229 0.093 -1.364  -0.456
C: 0.771 1.102 0.608  -1.067
C: 0.933 -0.321 0.103  0.848
N: 2.056 -0.901 0.448  -0.371
O: 0.110 -1.064 -0.527  -0.371
H: -3.283 -0.736 0.417  0.385
H: 0.729 1.177 1.707  0.345
H: -0.186 1.657 0.366  0.368
H: 1.646 1.477 0.080  0.355
H: 2.012 -1.897 0.308  0.268
H: -1.940 0.595 -2.201  0.495
H: 2.919 -0.471 0.999  0.315
H: -0.779 -0.531 -0.659  0.173